Record 1
{
  "formula": "C17H33BrN4O2SiTc",
  "method": "ωB97M-V/def2-TZVPD",
  "symbols": ["Tc", "N", "C", "C", "N", "C", "C", "N", "C", "C", "N", "H", "H", "H", "H", "H", "H", "H", "H", "H", "H", "H", "H", "H", "H", "H", "H", "H", "H", "Br", "C", "C", "C", "C", "C", "C", "C", "O", "O", "H", "H", "H", "H", "C", "Si", "C", "C", "C", "H", "H", "H", "H", "H", "H", "H", "H", "H", "H", "H"],
  "xyz": [[-0.15138, 0.23499, -0.01620], [1.61048, -0.33874, -1.07754], [1.76746, -1.80692, -1.12647], [0.39023, -2.46440, -1.02559], [-0.32382, -1.99781, 0.16806], [-1.77392, -2.21138, 0.10691], [-2.50470, -1.29041, 1.08863], [-2.20874, 0.13042, 0.80456], [0.25667, -2.54006, 1.40417], [1.23902, -1.55892, 2.05758], [0.70520, -0.18564, 1.97511], [1.27287, -0.09639, -2.04636], [2.52222, 0.10542, -0.97182], [2.42908, -2.15231, -0.33125], [2.21917, -2.10634, -2.07632], [0.50126, -3.55564, -1.02364], [-0.18444, -2.18618, -1.91068], [-2.04429, -3.25011, 0.33198], [-2.11435, -1.98899, -0.90788], [-2.19748, -1.50064, 2.11601], [-3.57680, -1.49415, 1.02061], [-2.52265, 0.70108, 1.59072], [-2.77600, 0.42670, 0.00605], [0.77076, -3.48661, 1.20743], [-0.54187, -2.75805, 2.11432], [2.20735, -1.56345, 1.55433], [1.40683, -1.86544, 3.09478], [1.44715, 0.46095, 2.24698], [-0.01370, -0.07083, 2.69232], [-3.83801, 4.16474, -6.93659], [-2.94697, 2.99521, -5.72966], [-3.44437, 2.84883, -4.43589], [-2.76485, 2.05145, -3.53925], [-1.59575, 1.39793, -3.93277], [-1.12552, 1.52903, -5.24103], [-1.79809, 2.32563, -6.14308], [-0.77897, 0.63963, -2.95997], [0.25948, 0.06942, -3.31508], [-1.15810, 0.65105, -1.72975], [-4.34384, 3.36528, -4.13940], [-3.12654, 1.93892, -2.52794], [-0.22514, 1.00706, -5.52693], [-1.43501, 2.44049, -7.15165], [1.90027, 2.78058, -2.45152], [0.86488, 3.52897, -1.03843], [-0.59414, 4.56936, -1.67701], [2.10944, 4.53853, 0.01320], [0.12799, 2.32084, 0.35021], [2.14774, 3.57418, -3.15267], [1.39664, 2.01302, -3.02613], [2.84566, 2.38122, -2.09728], [-0.23375, 5.36950, -2.31721], [-1.14002, 5.03443, -0.86039], [-1.29990, 3.98403, -2.25846], [2.55081, 5.27982, -0.64487], [2.91371, 3.92690, 0.40923], [1.63653, 5.05562, 0.84008], [0.72227, 2.50219, 1.24424], [-0.84068, 2.78334, 0.54462]],
  "lowdin_spin": [1.09, 0.01, 0.00, 0.00, -0.02, 0.00, 0.00, 0.01, 0.00, 0.00, 0.00, 0.00, 0.00, 0.00, 0.00, 0.00, 0.00, 0.00, 0.00, 0.00, 0.00, 0.00, 0.00, 0.00, 0.00, 0.00, 0.00, 0.00, 0.00, 0.00, 0.00, 0.00, 0.00, 0.00, 0.00, 0.00, 0.00, 0.01, 0.00, 0.00, 0.00, 0.00, 0.00, 0.00, -0.02, -0.01, -0.01, -0.08, 0.00, 0.00, 0.00, 0.00, 0.00, 0.00, 0.00, 0.00, 0.00, 0.00, 0.01],
  "molar_mass_g_mol": 531.47,
  "spin_multiplicity": 2,
  "lumo_ha": [-0.335, -0.303],
  "s_squared": 0.822,
  "homo_lumo_gap_ha": [0.16504, 0.19721],
  "charge": 2,
  "relative_energy_kcal_mol": 26.83
}

***

Record 2
{
  "formula": "C17H33KN4O7P2",
  "method": "ωB97M-V/def2-TZVPD",
  "symbols": ["K", "C", "C", "C", "C", "C", "C", "C", "C", "C", "H", "H", "H", "H", "H", "H", "H", "H", "H", "H", "H", "H", "C", "C", "O", "P", "O", "O", "O", "P", "O", "O", "O", "H", "H", "H", "H", "H", "H", "H", "N", "C", "C", "C", "N", "H", "H", "H", "H", "H", "H", "H", "H", "H", "H", "N", "C", "C", "N", "C", "H", "H", "H", "H"],
  "xyz": [[0.34565, 0.42931, -0.75682], [1.36780, -1.78826, 3.31088], [2.11636, -0.70062, 2.59130], [2.24900, 0.57133, 3.14515], [2.92315, 1.58356, 2.47368], [3.05290, 2.95586, 3.07494], [3.48305, 1.30042, 1.22951], [3.39262, 0.03258, 0.66612], [4.01919, -0.27101, -0.66786], [2.69514, -0.95565, 1.35658], [2.04785, -2.48816, 3.80081], [0.76042, -2.36998, 2.61463], [0.71127, -1.37816, 4.08072], [1.80320, 0.78152, 4.11323], [2.33281, 3.10639, 3.88022], [2.88817, 3.73762, 2.33082], [4.04926, 3.11995, 3.49040], [4.00389, 2.08386, 0.68820], [4.82683, -0.99810, -0.55987], [4.44561, 0.62700, -1.11518], [3.28916, -0.69720, -1.35718], [2.57656, -1.92859, 0.89628], [-1.10339, -3.02183, -4.26848], [-0.08320, -2.16125, -3.54012], [1.17993, -2.29648, -4.23451], [0.27928, -2.78382, -1.86658], [0.91867, -4.21603, -2.12041], [-1.05592, -3.20100, -1.14612], [1.08457, -1.80003, -1.11616], [-0.54220, -0.37011, -3.46433], [-1.35548, -0.05573, -4.81150], [-1.47210, -0.23508, -2.29365], [0.76141, 0.37485, -3.46812], [-0.83626, -4.07935, -4.23509], [-1.12782, -2.70237, -5.31020], [-2.10428, -2.91509, -3.85172], [1.63893, -1.44962, -4.09399], [1.55846, -4.16885, -2.84733], [-1.36536, -2.50541, -0.52835], [-0.77946, 0.34612, -5.47209], [-0.35695, 2.10564, 1.63131], [-1.74936, 2.47073, 1.88654], [-2.30662, 3.43702, 0.84956], [-2.49188, 2.88409, -0.55662], [-1.25377, 2.83372, -1.33268], [-0.00206, 1.47538, 2.34065], [0.24131, 2.92414, 1.64557], [-1.89124, 2.90791, 2.88467], [-2.34091, 1.54924, 1.86351], [-1.68638, 4.34207, 0.81837], [-3.28098, 3.77271, 1.21938], [-3.28357, 3.45016, -1.06435], [-2.86019, 1.85904, -0.48289], [-1.00218, 3.74273, -1.70107], [-1.38056, 2.21326, -2.12632], [-3.62908, -1.59745, 2.10895], [-4.18782, -1.05632, 0.97135], [-3.14526, -0.80047, 0.13949], [-1.94867, -1.12293, 0.76264], [-2.29208, -1.61940, 1.92935], [-4.11052, -1.92346, 2.92767], [-5.24986, -0.93801, 0.85397], [-3.14878, -0.43084, -0.87164], [-1.61828, -1.99155, 2.68477]],
  "lowdin_charge": [0.74, -0.05, -0.26, -0.04, -0.28, -0.06, -0.01, -0.28, -0.03, -0.03, 0.08, 0.07, 0.07, 0.12, 0.07, 0.08, 0.08, 0.12, 0.09, 0.08, 0.06, 0.12, -0.07, -0.58, -0.08, 0.45, -0.09, -0.10, -0.39, 0.26, -0.12, -0.41, -0.36, 0.08, 0.08, 0.09, 0.08, 0.09, 0.04, 0.08, 0.00, -0.28, -0.20, -0.27, -0.02, 0.05, 0.07, 0.10, 0.09, 0.11, 0.11, 0.11, 0.09, 0.07, 0.04, 0.06, -0.08, -0.15, 0.04, -0.19, 0.15, 0.11, 0.08, 0.11],
  "molar_mass_g_mol": 506.52,
  "lumo_ha": 0.008,
  "homo_lumo_gap_ha": 0.33059,
  "relative_energy_kcal_mol": 8.10
}

***

Record 3
{
  "formula": "C17H34Br10O3",
  "method": "ωB97M-V/def2-TZVPD",
  "symbols": ["C", "C", "O", "C", "C", "O", "H", "H", "H", "H", "H", "H", "H", "H", "C", "C", "C", "O", "H", "H", "H", "H", "H", "H", "Br", "C", "C", "Br", "H", "H", "H", "H", "Br", "C", "C", "Br", "H", "H", "H", "H", "Br", "C", "C", "Br", "H", "H", "H", "H", "Br", "C", "C", "Br", "H", "H", "H", "H", "Br", "C", "C", "Br", "H", "H", "H", "H"],
  "xyz": [[-3.15181, 3.90130, -1.03399], [-1.61132, 3.83682, -1.07629], [-1.21325, 3.49750, 0.25315], [0.08601, 3.33039, 0.49730], [0.42581, 3.32273, 1.96861], [0.95789, 3.32125, -0.35242], [-3.56583, 3.33382, -0.20973], [-3.67768, 3.64523, -1.96239], [-3.55809, 4.92202, -1.02598], [-1.35661, 3.02008, -1.75698], [-1.18281, 4.74239, -1.49918], [0.36523, 2.30935, 2.36773], [-0.29388, 3.94352, 2.50212], [1.41506, 3.74792, 2.09952], [-0.57928, -0.43776, -1.98112], [-1.21234, -1.74281, -1.52167], [-0.60558, -2.33602, -0.24796], [-2.06358, -2.34662, -2.11710], [-1.16229, 0.00418, -2.79602], [0.46190, -0.44304, -2.27221], [-0.69749, 0.30459, -1.18463], [-0.19738, -3.31675, -0.48528], [-1.42505, -2.41251, 0.46751], [0.15826, -1.71620, 0.22143], [1.35038, -3.75671, -3.12141], [2.45673, -3.57443, -1.52598], [3.71718, -2.81370, -1.86141], [4.93834, -2.59356, -0.34081], [2.65852, -4.60231, -1.23964], [1.86240, -3.08339, -0.76217], [3.44672, -1.83304, -2.24665], [4.18928, -3.38682, -2.65771], [6.30967, 1.76397, -0.44350], [4.89905, 1.63061, -1.81608], [3.50333, 1.90392, -1.27231], [2.25933, 1.34738, -2.61155], [4.93751, 0.64948, -2.28506], [5.22522, 2.33293, -2.57852], [3.40633, 2.97380, -1.13424], [3.37282, 1.29146, -0.38653], [3.64292, 0.87020, 5.15557], [2.72010, 0.28813, 3.48853], [3.31494, -0.98971, 2.95959], [2.02171, -1.69544, 1.65536], [2.93820, 1.11298, 2.81622], [1.66087, 0.27501, 3.71388], [3.58205, -1.71443, 3.72209], [4.21638, -0.77029, 2.39214], [-3.41321, -4.54124, 2.24142], [-3.31288, -2.58170, 2.59732], [-2.00786, -2.22061, 3.29334], [-1.84466, -0.29187, 3.29999], [-4.16006, -2.34519, 3.23819], [-3.48212, -2.05913, 1.66239], [-1.20483, -2.66846, 2.70926], [-1.97327, -2.69702, 4.26877], [-5.95171, -1.43181, -3.03736], [-5.29207, -0.76828, -1.30902], [-4.15471, 0.20136, -1.60880], [-3.22723, 0.58125, 0.07364], [-4.93137, -1.65998, -0.81227], [-6.13300, -0.30636, -0.80509], [-4.43816, 1.10786, -2.12839], [-3.41876, -0.37628, -2.15763]],
  "lowdin_charge": [-0.09, -0.20, -0.03, -0.52, 0.03, 0.05, 0.02, 0.07, 0.07, 0.11, 0.13, 0.07, 0.09, 0.09, -0.08, -0.53, -0.06, 0.06, 0.09, -0.02, 0.04, 0.07, 0.06, -0.05, 0.69, -0.69, -0.68, 0.60, 0.06, -0.03, 0.03, 0.05, 0.58, -0.70, -0.69, 0.77, 0.03, 0.05, 0.05, 0.05, 0.59, -0.69, -0.63, 0.73, 0.04, 0.02, 0.06, 0.05, 0.59, -0.69, -0.70, 0.63, 0.05, 0.00, 0.03, 0.07, 0.62, -0.67, -0.63, 0.73, 0.04, 0.05, 0.06, 0.01],
  "molar_mass_g_mol": 1085.50,
  "lumo_ha": 0.010,
  "homo_lumo_gap_ha": 0.36665,
  "relative_energy_kcal_mol": 2.89
}

***

Record 4
{
  "formula": "C17H34Cl2O4",
  "method": "ωB97M-V/def2-TZVPD",
  "symbols": ["C", "C", "C", "O", "C", "H", "H", "H", "H", "H", "H", "H", "H", "C", "C", "C", "O", "C", "H", "H", "H", "H", "H", "H", "H", "H", "C", "C", "C", "O", "C", "H", "H", "H", "H", "H", "H", "H", "H", "C", "C", "C", "O", "C", "H", "H", "H", "H", "H", "H", "H", "H", "Cl", "C", "Cl", "H", "H"],
  "xyz": [[17.55157, 0.62095, 10.20571], [18.27221, 1.99941, 9.96660], [18.49094, 2.41600, 11.36393], [17.31393, 2.09777, 12.03761], [16.76816, 0.88305, 11.49189], [18.34093, -0.09529, 10.45321], [16.97244, 0.39938, 9.32681], [17.62027, 2.61317, 9.37199], [19.17958, 1.82915, 9.36982], [18.65602, 3.48989, 11.40832], [19.35240, 1.89534, 11.77000], [15.66942, 0.98938, 11.35782], [16.85682, 0.03558, 12.19700], [11.74024, -2.82978, 11.45318], [10.25833, -2.68085, 11.82427], [9.88471, -4.16578, 12.03428], [10.59582, -4.90822, 11.03698], [11.74630, -4.11961, 10.65703], [12.31592, -2.99875, 12.35048], [12.11790, -2.00378, 10.83041], [9.75058, -2.30199, 10.93589], [10.06871, -2.00469, 12.67522], [8.84898, -4.50014, 11.99497], [10.23124, -4.54020, 13.01308], [11.66682, -4.05746, 9.59496], [12.61792, -4.74951, 10.86797], [21.45604, -2.69980, 8.08438], [20.89478, -1.94348, 6.85857], [19.61796, -1.31341, 7.47595], [19.05323, -2.31974, 8.25907], [20.13452, -3.10279, 8.82654], [22.00306, -2.00855, 8.71695], [22.05037, -3.56282, 7.78528], [20.49133, -2.68338, 6.14557], [21.54219, -1.24151, 6.33914], [18.88659, -1.10364, 6.70730], [19.87785, -0.45923, 8.11430], [19.85131, -4.16396, 8.77180], [20.24864, -2.80500, 9.86723], [16.84346, -4.37754, 6.33161], [15.35464, -4.10387, 6.08732], [14.71103, -5.18082, 6.90037], [15.59022, -5.42185, 8.00279], [16.85775, -5.48148, 7.37469], [17.40734, -3.51161, 6.69288], [17.30951, -4.72917, 5.42405], [15.09602, -4.19528, 5.03243], [15.10683, -3.11277, 6.45446], [14.72171, -6.12425, 6.31179], [13.70933, -4.94997, 7.29289], [16.98947, -6.44118, 6.93808], [17.63796, -5.45931, 8.09977], [17.80047, -3.75967, 11.45709], [16.62654, -3.32152, 10.16554], [15.26781, -2.43313, 10.87855], [17.14640, -2.65102, 9.46772], [16.25802, -4.22227, 9.69034]],
  "lowdin_charge": [-0.16, -0.17, -0.26, -0.12, -0.21, 0.11, 0.10, 0.11, 0.11, 0.12, 0.12, 0.12, 0.10, -0.20, -0.15, -0.21, -0.15, -0.21, 0.10, 0.11, 0.11, 0.12, 0.11, 0.12, 0.10, 0.11, -0.14, -0.15, -0.23, -0.21, -0.18, 0.10, 0.11, 0.11, 0.11, 0.12, 0.11, 0.11, 0.09, -0.14, -0.16, -0.20, -0.16, -0.21, 0.09, 0.11, 0.11, 0.11, 0.13, 0.13, 0.11, 0.10, 0.50, -0.97, 0.55, 0.01, 0.00],
  "molar_mass_g_mol": 373.36,
  "lumo_ha": 0.024,
  "homo_lumo_gap_ha": 0.36097,
  "relative_energy_kcal_mol": 0.00
}